Formula: C3H5NO2
Source: the OMol25 dataset
Level of theory: the ωB97M-V functional and the def2-TZVPD basis

Atoms and positions in Å:
C (0.1358, 1.0001, 1.1344)
C (-0.1368, -0.0142, -0.7638)
C (0.1732, -1.4153, -0.6804)
N (-0.4486, 0.8444, -1.5159)
O (0.1110, 2.1541, 0.7962)
O (0.2896, 0.7213, 2.5349)
H (-0.6241, -1.9484, -1.4146)
H (-0.0348, -1.7792, 0.3799)
H (1.2475, -1.7581, -1.0252)
H (-0.7412, 0.7694, -2.4771)
H (0.0284, 1.4260, 3.0317)

- Total charge: 0
- Energy relative to the best compared isomer or geometry (same formula, charge and spin): 394.3 kJ/mol
- HOMO-LUMO gap: 9.0841 eV
- 2S+1: 1
- Lowest unoccupied orbital energy: 0.51 eV


Formula: C3H5NO2
Source: the OMol25 dataset
Level of theory: the ωB97M-V functional and the def2-TZVPD basis

Atoms and positions in Å:
C (1.2688, -0.2698, 0.0322)
N (-0.1290, -0.0178, -0.3383)
C (-0.9983, 2.0102, 0.0044)
O (-0.6745, 2.3687, 1.0283)
C (-1.0172, -1.0290, -0.1318)
O (-0.7403, -2.1536, 0.2350)
H (1.7211, -0.9737, -0.6713)
H (1.3409, -0.7266, 1.0320)
H (1.8449, 0.6585, 0.0352)
H (-0.5600, 0.8433, -0.8922)
H (-2.0564, -0.7102, -0.3335)

- Total charge: 0
- Energy relative to the best compared isomer or geometry (same formula, charge and spin): 197.5 kJ/mol
- HOMO-LUMO gap: 10.4777 eV
- 2S+1: 1
- Lowest unoccupied orbital energy: 0.70 eV


Formula: C3H5NO2
Source: the OMol25 dataset
Level of theory: the ωB97M-V functional and the def2-TZVPD basis

Atoms and positions in Å:
O (-0.6246, 1.9482, -1.4060)
C (-0.1910, 1.7959, -0.2877)
C (0.0090, 0.4266, 0.3230)
N (-0.3165, -0.6389, -0.6000)
C (0.8265, -3.0745, 0.3832)
O (1.4054, -2.4662, 1.1512)
H (0.0903, 2.6691, 0.3344)
H (1.0453, 0.3622, 0.6940)
H (-0.6190, 0.3567, 1.2196)
H (-0.5164, -0.2237, -1.5069)
H (-1.1752, -1.0898, -0.3029)

- Total charge: 0
- Energy relative to the best compared isomer or geometry (same formula, charge and spin): 143.3 kJ/mol
- HOMO-LUMO gap: 10.6631 eV
- 2S+1: 1
- Lowest unoccupied orbital energy: 0.90 eV


Formula: C3H5NO2
Source: the OMol25 dataset
Level of theory: the ωB97M-V functional and the def2-TZVPD basis

Atoms and positions in Å:
H (1.4686, -1.4202, -0.2644)
N (1.1473, -0.9961, 0.6035)
C (0.1159, -0.2995, 0.4336)
C (-0.5642, 0.4918, 1.5017)
O (-0.5934, -0.1772, -0.7789)
C (0.0633, 0.0424, -1.9394)
O (1.2439, 0.1977, -2.0767)
H (-1.6318, 0.2564, 1.5324)
H (-0.4716, 1.5589, 1.2724)
H (-0.0983, 0.2773, 2.4640)
H (-0.6798, 0.0687, -2.7482)

- SMILES string: [H]/N=C(/C)OC=O
- Total charge: 0
- Energy relative to the best compared isomer or geometry (same formula, charge and spin): 81.2 kJ/mol
- HOMO-LUMO gap: 11.5104 eV
- 2S+1: 1
- Lowest unoccupied orbital energy: 0.84 eV


Formula: C3H5NO2
Source: the OMol25 dataset
Level of theory: the ωB97M-V functional and the def2-TZVPD basis

Atoms and positions in Å:
C (0.9100, 1.2398, -0.2412)
C (0.6312, -1.1127, 0.5048)
C (0.0723, 0.1114, 0.3071)
O (-1.4124, -1.5942, -0.2881)
N (-1.2929, 0.0929, 0.2869)
O (1.3593, -1.9918, 0.7054)
H (-2.0022, -2.0636, 0.3235)
H (-1.6287, 0.7390, -0.4416)
H (0.6687, 1.4090, -1.2951)
H (0.7224, 2.1624, 0.3093)
H (1.9723, 1.0078, -0.1712)

- Total charge: 0
- Energy relative to the best compared isomer or geometry (same formula, charge and spin): 468.2 kJ/mol
- HOMO-LUMO gap (spin up / spin down): 7.9203 / 7.9179 eV
- 2S+1: 1
- Lowest unoccupied orbital energy (spin up / spin down): 0.01 / 0.01 eV


Formula: C3H5NO2
Source: the OMol25 dataset
Level of theory: the ωB97M-V functional and the def2-TZVPD basis

Atoms and positions in Å:
H (0.1481, 2.3074, -0.0322)
N (-0.5762, 1.7015, 0.3562)
C (-0.1844, 0.5124, 0.4110)
C (-0.9805, -0.6527, 0.8933)
O (1.1305, 0.1275, 0.0473)
C (1.2696, -0.2743, -1.2326)
O (0.4090, -0.2296, -2.0675)
H (-2.0024, -0.3467, 1.1089)
H (-0.5169, -1.0783, 1.7873)
H (-0.9876, -1.4225, 0.1178)
H (2.2910, -0.6444, -1.3895)

- SMILES string: [H]/N=C(/C)OC=O
- Total charge: 0
- Energy relative to the best compared isomer or geometry (same formula, charge and spin): 80.9 kJ/mol
- HOMO-LUMO gap: 11.6925 eV
- 2S+1: 1
- Lowest unoccupied orbital energy: 0.86 eV


Formula: C3H5NO2
Source: the OMol25 dataset
Level of theory: the ωB97M-V functional and the def2-TZVPD basis

Atoms and positions in Å:
N (1.5832, -0.5485, 0.3925)
C (0.2417, -0.2019, 0.1521)
C (-1.0805, -0.8446, 0.5083)
O (-1.7535, 0.3286, -0.0712)
C (-0.5035, 0.7967, -0.3505)
O (-0.3901, 1.9775, -0.9670)
H (2.1401, 0.2174, 0.7509)
H (2.0555, -0.9664, -0.4011)
H (0.4311, 1.9775, -1.4736)
H (-1.3798, -1.7313, -0.0567)
H (-1.3291, -0.9385, 1.5671)

- Total charge: 0
- Energy relative to the best compared isomer or geometry (same formula, charge and spin): 257.0 kJ/mol
- HOMO-LUMO gap: 8.7242 eV
- 2S+1: 1
- Lowest unoccupied orbital energy: 0.53 eV


Formula: C3H5NO2
Source: the OMol25 dataset
Level of theory: the ωB97M-V functional and the def2-TZVPD basis

Atoms and positions in Å:
O (1.8019, 0.5546, 0.6270)
C (0.4447, -0.6337, -0.1445)
C (-0.8284, 0.0799, 0.2006)
O (-0.3872, 1.3459, -0.0946)
C (-1.9777, -0.4024, -0.6412)
N (-2.8555, -0.7647, -1.2996)
H (2.4679, 0.6750, -0.0853)
H (0.6674, -0.6441, -1.2118)
H (0.8535, -1.4106, 0.4685)
H (-1.1222, -0.0907, 1.2554)
H (0.9377, 1.2980, 0.4451)

- Total charge: 0
- Energy relative to the best compared isomer or geometry (same formula, charge and spin): 440.4 kJ/mol
- HOMO-LUMO gap (spin up / spin down): 8.9069 / 8.9076 eV
- 2S+1: 1
- Lowest unoccupied orbital energy (spin up / spin down): -0.87 / -0.87 eV